Entry 1:
Below is a 2-piece molecular cluster, CH2O4S overall in a non-equilibrium geometry, with properties calculated with ωB97M-V/def2-TZVPD.

The geometry in XYZ format:
```
8
Properties=species:S:1:pos:R:3
C 0.33 1.21 -1.63
O 1.06 0.73 -2.39
O -0.74 0.43 1.43
O -0.72 -0.68 -0.75
O 1.40 -0.44 0.54
S 0.00 -0.64 0.49
H -1.07 1.26 1.23
H -0.26 -1.87 1.08
```

The calculation puts the molecular weight at 110.09 g mol⁻¹. The calculation puts the calculated total energy at -20092.6165 eV. The HOMO-LUMO gap is 0.4366 Ha. The calculation puts the largest force on an atom at 4.61 eV/Å. The relative energy (zero: lowest compared OMol25 entry of this formula, charge and spin) comes out at 156.6 kJ/mol. For the LUMO energy, the calculation gives 0.364 eV.

---

Entry 2:
Below is C13H23N2O2RhSe2Si as an isolated structure, with properties calculated with ωB97M-V/def2-TZVPD.

The geometry in XYZ format:
```
44
Properties=species:S:1:pos:R:3
Rh -0.47 0.49 -1.23
O 0.65 2.04 -0.45
C 0.18 3.35 -0.08
C -1.28 3.34 0.37
C -1.47 4.67 1.14
O -2.79 4.88 1.60
C -1.51 2.20 1.37
Se -1.97 0.45 0.63
C -2.27 3.33 -0.80
Se -1.83 2.22 -2.36
H 1.43 1.77 0.04
H 0.32 4.01 -0.94
H 0.80 3.69 0.75
H -1.14 5.50 0.51
H -0.84 4.66 2.04
H -3.37 4.94 0.83
H -2.37 2.45 1.99
H -0.64 2.10 2.02
H -2.38 4.35 -1.20
H -3.25 3.00 -0.44
C 1.94 -3.56 2.40
Si 2.77 -2.76 0.93
C 4.29 -1.81 1.49
C 3.26 -4.07 -0.31
C 1.60 -1.60 0.14
C 0.82 -0.79 -0.36
H 2.63 -4.20 2.94
H 1.08 -4.16 2.09
H 1.57 -2.80 3.09
H 5.09 -2.50 1.78
H 4.06 -1.18 2.34
H 4.66 -1.17 0.68
H 3.89 -4.83 0.15
H 3.81 -3.63 -1.15
H 2.38 -4.57 -0.72
N -1.23 -2.31 -1.64
C -2.10 -3.18 -2.17
C -2.99 -2.45 -2.93
C -2.57 -1.12 -2.81
N -1.49 -1.06 -2.03
H -0.41 -2.45 -1.05
H -2.03 -4.23 -1.96
H -3.83 -2.82 -3.49
H -2.99 -0.22 -3.21
```

The calculation puts the molecular weight at 528.25 g mol⁻¹. The calculation puts the calculated total energy at -162507.0360 eV. The HOMO-LUMO gap is 0.2477 Ha. The calculation puts the largest force on an atom at 0.29 eV/Å. The relative energy (zero: lowest compared OMol25 entry of this formula, charge and spin) comes out at 0.0 kJ/mol. For the LUMO energy, the calculation gives -0.591 eV.

---

The highest molecular weight belongs to which entry? C13H23N2O2RhSe2Si

---

What is the molecular weight in the second record? 528.25 g mol⁻¹

---

calculated total energy of number 2 (C13H23N2O2RhSe2Si)? -162507.0360 eV